This record from the Open Molecules 2025 dataset describes a cluster of 10 separate species, C18H59N15O10 in total. The level of theory is the ωB97M-V functional and the def2-TZVPD basis.

Computed properties:
Kohn-Sham gap	9.288	eV
highest occupied orbital energy	-9.4	eV
largest force on an atom	8.0	eV/Å
SMILES string	COC[C@H](C)N.COC[C@H](C)N.COC[C@H](C)N.NC(N)=O.NC(N)=O.NC(N)=O.NC(N)=O.NC(N)=O.NC(N)=O.O

Structure (ORCA input):
```
! wB97M-V def2-TZVPD RIJCOSX def2/J DEFGRID3
* xyz 0 1
C 2.9252 -2.9845 -1.7987
O 4.1139 -3.1189 -1.6490
N 2.1065 -3.8059 -2.3438
N 2.3056 -1.9138 -1.3346
H 1.1487 -3.5210 -2.4910
H 2.5031 -4.5719 -2.8692
H 1.3224 -1.8061 -1.5393
H 2.9238 -1.3038 -0.8191
C -0.7228 -2.3870 -4.4831
O -1.2688 -3.1070 -5.2042
N -0.6843 -2.6104 -3.2039
N -0.0611 -1.3132 -4.8965
H -1.0612 -3.5149 -2.9592
H -0.9351 -1.7613 -2.7177
H 0.5058 -0.7663 -4.2643
H -0.1499 -1.0466 -5.8666
C -4.9280 -3.1518 1.2578
O -4.2348 -3.8274 2.0504
N -4.6433 -1.9996 0.6452
N -6.0534 -3.6593 0.7982
H -3.7405 -1.6455 0.9274
H -5.3277 -1.6782 -0.0245
H -6.3233 -4.6194 0.9576
H -6.6169 -3.0062 0.2727
C -1.8059 3.3769 4.0218
O -2.2020 3.1997 2.8928
N -1.8470 4.4773 4.6764
N -1.0818 2.4357 4.5958
H -2.2707 5.2727 4.2203
H -1.7308 4.4524 5.6794
H -0.5617 2.5528 5.4537
H -1.1035 1.4815 4.2653
C 2.0953 2.5899 1.8129
O 1.8483 1.6049 1.2765
N 3.2774 3.1942 1.8730
N 1.1262 3.2750 2.4080
H 3.2729 4.0729 2.3711
H 4.0115 2.8660 1.2618
H 0.1957 2.8920 2.4951
H 1.3970 4.1668 2.7972
C -1.2308 5.5085 -0.1543
O -0.8333 6.6044 -0.5428
N -2.3469 5.2399 0.4316
N -0.5518 4.4286 -0.3764
H -2.5387 4.4306 1.0047
H -2.8442 6.1080 0.5696
H -0.8192 3.5526 0.0492
H 0.3445 4.5800 -0.8166
C -2.5861 1.1448 -0.4548
C -1.2317 0.4804 -0.5684
C -1.2371 -0.9989 -0.0940
O -1.9200 -1.1489 1.1664
C -1.1847 -0.8890 2.3405
N -0.7072 0.7278 -1.9090
H -2.4856 2.2261 -0.5487
H -2.9335 1.0990 0.5774
H -3.3351 0.8137 -1.1741
H -0.6667 1.1308 0.0994
H -0.2394 -1.4056 0.0716
H -1.6603 -1.6152 -0.8872
H -0.4582 -1.6647 2.5824
H -2.0524 -1.0396 2.9827
H -0.8221 0.1384 2.3739
H -1.4428 0.9546 -2.5628
H -0.1035 1.5261 -2.0447
C 2.2515 -2.3113 5.2768
C 2.0763 -3.5734 4.4391
C 3.3509 -4.3157 4.1429
O 4.4004 -3.7202 3.2978
C 3.9508 -3.2032 2.0503
N 1.0883 -4.4963 5.0241
H 1.3287 -1.8733 5.6571
H 2.6967 -1.4935 4.7101
H 2.8533 -2.3543 6.1846
H 1.5868 -3.3155 3.5000
H 3.0023 -5.1639 3.5537
H 3.7941 -4.8754 4.9665
H 3.2415 -3.8493 1.5331
H 4.7806 -3.2459 1.3448
H 3.5773 -2.1795 2.0760
H 0.1843 -4.0665 5.1588
H 1.3478 -4.8303 5.9412
C -0.6047 1.9488 -6.6125
C 0.1429 2.8126 -5.5769
C 1.1509 2.0704 -4.7212
O 1.1928 2.4464 -3.3561
C 2.2972 1.8858 -2.6223
N 0.8119 3.8998 -6.3237
H -0.9796 2.6223 -7.3830
H -1.4264 1.3000 -6.3091
H -0.0012 1.1816 -7.0976
H -0.6158 3.1042 -4.8506
H 2.1256 2.3622 -5.1120
H 1.0778 0.9869 -4.8143
H 3.3138 2.0317 -2.9875
H 2.2821 0.7959 -2.6114
H 2.3830 2.0903 -1.5551
H 0.1836 4.6491 -6.5766
H 1.4259 4.3625 -5.6687
O -0.6813 -4.2417 0.5118
H 0.0418 -4.0669 1.1142
H -1.4698 -4.0973 1.0350
*
```

Results of the Mulliken charge analysis, in e, for atoms 1 through 2:
1. C 0.547
2. O -0.739

=====

This record from the Open Molecules 2025 dataset describes a structure of composition C56H44HfN5O4P2S. The level of theory is the ωB97M-V functional and the def2-TZVPD basis.

Computed properties:
Kohn-Sham gap	7.390	eV
highest occupied orbital energy	-10.2	eV
energy relative to the best compared isomer or geometry (same formula, charge and spin)	62.4	kcal/mol
largest force on an atom	3.1	eV/Å

Structure (ORCA input):
```
! wB97M-V def2-TZVPD RIJCOSX def2/J DEFGRID3
* xyz 1 1
Hf 1.3179 -0.0307 0.8697
O -0.5060 0.3196 1.1471
C -1.4273 -0.3161 1.8857
C -2.6349 -0.6445 1.2581
C -3.6837 -1.2138 1.9481
C -3.5492 -1.4732 3.3015
C -2.3578 -1.1787 3.9324
C -1.2740 -0.6120 3.2553
C -0.0411 -0.4320 4.0538
N 1.0220 1.6512 2.8756
C 2.1791 2.5650 2.8701
C 2.7994 2.5972 1.4737
N 3.0838 1.2466 1.0414
C 4.2925 0.9572 0.6920
C 4.7244 -0.2218 0.0296
C 6.0991 -0.3432 -0.2796
C 6.5634 -1.3218 -1.1164
C 5.6539 -2.2142 -1.6914
C 4.3249 -2.1599 -1.3651
C 3.8057 -1.1978 -0.4685
O 2.5368 -1.2182 -0.1795
H -2.7238 -0.3996 0.2106
H -4.6046 -1.4403 1.4340
H -4.3609 -1.9123 3.8608
H -2.2687 -1.3862 4.9894
H -0.2102 -0.6824 5.0983
H 2.9250 2.2106 3.5895
H 1.8778 3.5781 3.1624
H 3.7003 3.2288 1.4953
H 2.0824 3.0221 0.7549
H 5.0641 1.7226 0.8383
H 6.7871 0.3729 0.1499
H 7.6134 -1.4026 -1.3451
H 6.0027 -2.9637 -2.3863
H 3.6295 -2.8573 -1.8008
O 1.2497 1.0020 -0.8814
S 0.1533 0.3916 -1.7384
C -0.0983 1.7143 -2.9423
C 0.1425 1.7158 -4.3026
C -0.0729 2.8845 -5.0208
C -0.5449 4.0190 -4.3807
C -0.8635 3.9857 -3.0322
C -0.6658 2.8223 -2.3036
P -1.2238 2.5401 -0.5605
C -2.9454 2.0265 -0.9643
C -3.8950 2.0867 0.0564
C -5.1871 1.6417 -0.1586
C -5.5521 1.1130 -1.3873
C -4.6120 1.0367 -2.3993
C -3.3180 1.4824 -2.1905
C -1.4598 4.2969 -0.0717
C -2.6336 5.0307 -0.1841
C -2.6672 6.3498 0.2397
C -1.5422 6.9417 0.7873
C -0.3659 6.2183 0.8962
C -0.3310 4.9084 0.4640
C 1.0202 -0.9595 -2.6019
C 1.8880 -0.8863 -3.6749
C 2.3403 -2.0622 -4.2599
C 1.9103 -3.2953 -3.7927
C 1.1241 -3.3687 -2.6533
C 0.7283 -2.1984 -2.0216
P -0.1168 -2.1135 -0.3927
C 0.5950 -3.4165 0.6811
C 1.7720 -4.1259 0.4773
C 2.2453 -4.9782 1.4630
C 1.5599 -5.1238 2.6573
C 0.3841 -4.4179 2.8649
C -0.0961 -3.5704 1.8860
C -1.6537 -2.8981 -1.0240
C -2.4228 -2.1437 -1.9070
C -3.5419 -2.6929 -2.5001
C -3.8998 -4.0031 -2.2248
C -3.1338 -4.7569 -1.3523
C -2.0129 -4.2100 -0.7511
H 0.4664 0.8241 -4.8128
H 0.1208 2.9017 -6.0827
H -0.6995 4.9270 -4.9431
H -1.2836 4.8550 -2.5473
H -3.6089 2.4795 1.0219
H -5.9164 1.7011 0.6345
H -6.5594 0.7649 -1.5574
H -4.8860 0.6335 -3.3630
H -2.6056 1.4115 -3.0003
H -3.5203 4.5770 -0.6028
H -3.5819 6.9171 0.1453
H -1.5812 7.9634 1.1313
H 0.5129 6.6743 1.3283
H 0.5835 4.3341 0.5441
H 2.2349 0.0671 -4.0404
H 3.0156 -2.0113 -5.0988
H 2.2200 -4.2003 -4.2932
H 0.8149 -4.3227 -2.2489
H 2.3279 -4.0086 -0.4394
H 3.1601 -5.5294 1.3051
H 1.9360 -5.7820 3.4263
H -0.1590 -4.5244 3.7910
H -1.0208 -3.0278 2.0433
H -2.1364 -1.1229 -2.1318
H -4.1288 -2.0984 -3.1824
H -4.7728 -4.4326 -2.6897
H -3.4006 -5.7802 -1.1402
H -1.4160 -4.8065 -0.0765
N 2.1266 -1.4279 4.6800
C 1.3755 -0.7816 3.6483
O 1.7104 -1.0821 2.3824
C 1.0018 0.6898 3.9710
C -0.1440 2.2870 2.6712
N -1.1111 2.8765 2.5010
C 1.3958 1.2366 5.2233
N 1.7404 1.6966 6.2136
H 3.1220 -1.2855 4.5466
H 1.9669 -2.4300 4.6586
*
```

Results of the Mulliken charge analysis, in e, for atoms 1 through 2:
1. Hf 0.938
2. O -0.179

=====

This record from the Open Molecules 2025 dataset describes the molecule C3H3NO4. The level of theory is the ωB97M-V functional and the def2-TZVPD basis.

Computed properties:
Kohn-Sham gap	10.337	eV
highest occupied orbital energy	-10.5	eV
energy relative to the best compared isomer or geometry (same formula, charge and spin)	100.2	kcal/mol
largest force on an atom	6.4	eV/Å
SMILES string	O=CO/C(C=O)=N\O

Structure (ORCA input):
```
! wB97M-V def2-TZVPD RIJCOSX def2/J DEFGRID3
* xyz 0 1
C 0.0982 0.5142 -0.1661
C -0.1848 -1.6616 0.5908
C 1.5325 0.8112 0.2868
H -2.3387 1.2547 -1.4984
H 0.2424 -2.6160 0.1772
H 1.7589 1.9603 0.2950
N -0.7618 1.2522 -0.6749
O -1.8989 0.5801 -1.0134
O -0.0516 -0.7749 -0.3783
O -0.5770 -1.1970 1.7357
O 2.1810 -0.1232 0.6457
*
```

Results of the Mulliken charge analysis, in e, for atoms 1 through 2:
1. C 0.769
2. C 0.341